1.
# C4H13BN

A gas-phase ion, C4H13BN (charge +1) (ωB97M-V/def2-TZVPD, OMol25).

Cartesian coordinates (Å):
B 0.577 -1.478 -1.162
C -1.424 0.072 -1.951
C -0.665 0.027 0.598
C 0.613 0.869 0.811
C -0.737 -0.774 -0.795
N 1.447 0.524 2.015
H 0.663 -2.108 -2.213
H 1.391 -1.785 -0.368
H -0.769 0.800 -2.425
H -2.231 0.578 -1.494
H -1.809 -0.658 -2.621
H -1.464 0.755 0.702
H -0.760 -0.564 1.401
H 1.240 1.048 -0.088
H 0.233 1.913 0.997
H -1.644 -1.450 -0.523
H 1.965 1.382 2.157
H 1.990 -0.383 1.974
H 0.640 0.333 2.672

Energy above the lowest of the compared OMol25 structures with the same formula, charge and spin (kcal/mol): 41.6
Expectation value of S²: 2.004
Multiplicity: 3
Orbital gap (spin up / spin down) (eV): 6.13 / 6.37
Total charge: +1
Highest occupied orbital energy (spin up / spin down) (eV): -9.92 / -14.74

natural (NBO) analysis output, partial charges in e: atom 1 (B): -0.114, atom 2 (C): -0.583, atom 3 (C): -0.369, atom 4 (C): -0.260, atom 5 (C): -0.546, atom 6 (N): -0.691, atom 7 (H): 0.322, atom 8 (H): 0.071, atom 9 (H): 0.210, atom 10 (H): 0.204, atom 11 (H): 0.226, atom 12 (H): 0.245, atom 13 (H): 0.198, atom 14 (H): 0.254, atom 15 (H): 0.227, atom 16 (H): 0.233, atom 17 (H): 0.462, atom 18 (H): 0.459, atom 19 (H): 0.452



2.
# C4H13BrN2Si

2 unconnected molecules or ions with the total composition C4H13BrN2Si (ωB97M-V/def2-TZVPD, OMol25).

Cartesian coordinates (Å):
C -0.365 0.804 -1.285
C -1.322 1.884 0.785
C 2.389 0.033 0.259
C 2.197 -2.351 0.567
N -0.522 0.909 0.070
N 1.465 -1.063 0.527
Si -0.081 -0.555 0.886
Br -4.076 -0.674 -0.303
H 0.101 -0.105 -1.528
H -1.260 0.654 -1.794
H 0.175 1.656 -1.787
H -1.918 1.437 1.633
H -0.748 2.655 1.302
H -1.977 2.315 -0.029
H 3.225 -0.030 1.013
H 2.611 0.072 -0.753
H 1.907 0.969 0.588
H 2.784 -2.327 -0.322
H 2.929 -2.414 1.463
H 1.574 -3.211 0.668
H -1.234 -0.770 1.749

Energy above the lowest of the compared OMol25 structures with the same formula, charge and spin (kcal/mol): 79.8
Orbital gap (eV): 5.43
Total charge: 0
Highest occupied orbital energy (eV): -6.80

natural (NBO) analysis output, partial charges in e: atom 1 (C): -0.417, atom 2 (C): -0.418, atom 3 (C): -0.415, atom 4 (C): -0.395, atom 5 (N): -0.820, atom 6 (N): -0.886, atom 7 (Si): 1.835, atom 8 (Br): -0.943, atom 9 (H): 0.193, atom 10 (H): 0.241, atom 11 (H): 0.179, atom 12 (H): 0.230, atom 13 (H): 0.188, atom 14 (H): 0.238, atom 15 (H): 0.213, atom 16 (H): 0.210, atom 17 (H): 0.224, atom 18 (H): 0.208, atom 19 (H): 0.201, atom 20 (H): 0.223, atom 21 (H): -0.088



3.
# C4H13ClN2Si

2 unconnected molecules or ions with the total composition C4H13ClN2Si (ωB97M-V/def2-TZVPD, OMol25).

Cartesian coordinates (Å):
C -0.060 -0.133 -2.876
C 0.850 -1.033 2.413
C -1.246 -1.498 1.288
C 0.584 1.986 -0.148
N -0.103 -0.623 -1.477
N 0.120 -1.055 1.180
Si 0.460 0.135 -0.088
Cl -1.320 4.669 -0.848
H 1.076 -0.124 -3.288
H -0.560 -0.741 -3.517
H -0.610 0.845 -2.842
H 1.912 -0.918 2.237
H 0.470 -0.159 3.032
H 0.881 -2.026 2.848
H -1.731 -0.669 1.801
H -1.554 -1.743 0.191
H -1.231 -2.437 1.906
H 1.417 2.172 -0.734
H -0.333 2.594 -0.587
H 0.827 2.388 0.914
H 0.151 -1.629 -1.405

Energy above the lowest of the compared OMol25 structures with the same formula, charge and spin (kcal/mol): 0.0
Expectation value of S²: 2.004
Multiplicity: 3
Orbital gap (spin up / spin down) (eV): 6.27 / 4.53
Total charge: 0
Highest occupied orbital energy (spin up / spin down) (eV): -5.46 / -8.50

natural (NBO) analysis output, partial charges in e: atom 1 (C): -0.391, atom 2 (C): -0.419, atom 3 (C): -0.424, atom 4 (C): -1.150, atom 5 (N): -1.105, atom 6 (N): -0.854, atom 7 (Si): 1.532, atom 8 (Cl): -0.028, atom 9 (H): 0.171, atom 10 (H): 0.191, atom 11 (H): 0.202, atom 12 (H): 0.211, atom 13 (H): 0.169, atom 14 (H): 0.197, atom 15 (H): 0.176, atom 16 (H): 0.216, atom 17 (H): 0.189, atom 18 (H): 0.247, atom 19 (H): 0.209, atom 20 (H): 0.259, atom 21 (H): 0.401



4.
# C4H13N

2 unconnected molecules or ions with the total composition C4H13N (ωB97M-V/def2-TZVPD, OMol25).

Cartesian coordinates (Å):
C 4.429 2.329 -1.239
C 5.662 2.708 -1.962
H 3.549 2.791 -1.997
H 4.291 1.254 -1.394
H 4.338 2.625 -0.148
H 5.627 2.423 -3.034
H 6.558 2.227 -1.719
H 5.754 3.799 -1.931
C -3.960 -1.303 2.198
C -4.183 -1.804 0.744
N -3.842 -3.212 0.744
H -4.413 -1.908 3.043
H -4.051 -0.311 2.449
H -2.896 -1.357 2.449
H -3.518 -1.215 0.087
H -5.236 -1.631 0.462
H -3.599 -3.702 -0.170
H -4.508 -3.712 1.417

Energy above the lowest of the compared OMol25 structures with the same formula, charge and spin (kcal/mol): 28.5
SMILES string: CCN.CC
Orbital gap (eV): 10.10
Total charge: 0
Highest occupied orbital energy (eV): -8.85

natural (NBO) analysis output, partial charges in e: atom 1 (C): -0.599, atom 2 (C): -0.613, atom 3 (H): 0.193, atom 4 (H): 0.203, atom 5 (H): 0.215, atom 6 (H): 0.200, atom 7 (H): 0.201, atom 8 (H): 0.200, atom 9 (C): -0.626, atom 10 (C): -0.213, atom 11 (N): -0.880, atom 12 (H): 0.198, atom 13 (H): 0.210, atom 14 (H): 0.209, atom 15 (H): 0.193, atom 16 (H): 0.160, atom 17 (H): 0.383, atom 18 (H): 0.367